The following is a DFT calculation (ωB97M-V with the def2-TZVPD basis set) of C27H29BrCaN5OS as an isolated structure.

Each line ends with the natural charge from an NBO analysis.
CARTESIAN COORDINATES (ANGSTROEM)
Br -0.10846 7.57016 -1.18096  0.07
Ca 0.36887 -0.20451 -0.36045  1.77
S -2.40881 -1.11789 0.33802  -0.33
O 1.03796 1.66795 -1.36098  -0.92
N -3.89886 1.03771 0.61245  -0.78
N -0.12486 1.56683 1.27659  -0.61
N -1.54340 0.48882 -2.03043  -0.69
N -2.52809 1.05402 -1.20448  -0.45
N 0.60705 -0.94940 2.11164  -0.55
C 1.01124 -2.12371 2.53581  0.08
C 2.27961 -0.77141 -2.51266  -0.23
C 0.71802 5.11045 -2.39236  -0.17
C 0.94395 -2.74364 -1.99818  -0.05
C -2.96449 0.40238 -0.11141  0.30
C 1.26772 -1.66412 -2.82860  -0.19
C 0.25243 3.54896 -0.12509  -0.28
C -0.48114 -0.62793 4.25784  -0.11
C 0.76314 2.92480 -1.30303  0.48
C 4.11351 0.07274 -0.99691  -0.64
C -1.37573 -3.09887 -2.96120  -0.61
C 0.97637 3.76416 -2.42859  -0.33
C -0.55261 1.12389 2.54557  0.11
C -1.74819 1.37275 4.64690  -0.19
C 1.68373 -2.86916 -0.82308  -0.20
C 2.69522 -1.96324 -0.49605  -0.27
C -0.10619 -3.76153 -2.41404  -0.26
C 0.73980 -2.64308 3.81282  -0.27
C -0.04531 2.84356 1.08740  0.20
C -0.12159 -0.17016 2.96772  0.23
C 0.02833 4.94247 -0.10709  -0.16
C 3.01889 -0.89877 -1.33397  -0.04
C -0.01711 -1.89786 4.66730  -0.09
C -1.38535 1.84314 3.37275  -0.22
C 0.23916 5.70757 -1.21942  -0.15
C -1.29237 0.16792 5.09518  -0.18
C -0.48118 -4.73006 -1.29547  -0.61
H -1.79686 2.78739 3.04250  0.22
H -4.29044 0.54672 1.39739  0.43
H 1.48575 -3.69742 -0.15717  0.22
H 0.36348 -5.33736 -0.96967  0.21
H 0.89565 5.72083 -3.26799  0.23
H -0.33207 5.40830 0.80260  0.22
H 3.90103 1.05154 -1.42356  0.24
H -2.90702 1.95341 -1.46009  0.40
H 3.25291 -2.09544 0.42405  0.23
H -0.22916 3.51156 1.93284  0.17
H 1.11950 -3.61805 4.08238  0.24
H -1.25286 -5.41303 -1.64809  0.23
H -1.85062 -2.50489 -2.17699  0.21
H -4.35914 1.87423 0.29303  0.40
H 0.34557 -4.34505 -3.22393  0.22
H -0.88269 -4.19312 -0.43149  0.21
H 0.73060 -1.52030 -3.75726  0.22
H -2.08404 -3.86432 -3.27745  0.23
H 5.06650 -0.27754 -1.39743  0.24
H -1.18034 -2.46553 -3.82681  0.20
H 1.37348 3.30937 -3.32771  0.22
H 2.48671 0.05715 -3.17647  0.24
H 4.22784 0.18174 0.08129  0.22
H -0.27373 -2.25910 5.65516  0.23
H -1.55364 -0.20397 6.07730  0.23
H -1.02887 1.24536 -2.47293  0.40
H -2.39353 1.98037 5.26684  0.23
H -1.98203 -0.08683 -2.74450  0.38
H 1.58677 -2.72095 1.84062  0.19

Forces on the atoms, in the same order (eV/Å):
Br 0.02 -0.08 -0.01
Ca -0.07 0.09 0.17
S 0.23 -0.03 0.04
O -0.10 -0.34 0.00
N -0.01 0.00 -0.06
N -0.13 0.17 -0.31
N 0.01 0.00 -0.05
N 0.01 0.07 -0.01
N 0.04 0.13 -0.16
C -0.01 0.01 0.03
C 0.03 0.02 0.00
C -0.01 0.05 0.02
C 0.02 -0.03 0.03
C -0.04 0.04 0.05
C -0.04 0.05 -0.12
C 0.08 -0.05 -0.23
C 0.06 -0.02 -0.10
C -0.03 0.25 0.11
C -0.01 -0.02 0.00
C 0.06 -0.04 0.03
C 0.02 -0.07 0.02
C 0.00 -0.04 0.20
C -0.01 -0.09 0.09
C 0.00 0.03 0.02
C 0.01 -0.01 -0.03
C -0.07 0.02 0.01
C -0.04 0.01 0.06
C 0.02 -0.06 0.16
C -0.07 -0.06 0.13
C -0.02 -0.02 0.04
C -0.03 -0.02 0.02
C 0.05 -0.01 -0.09
C 0.02 -0.06 -0.13
C 0.00 0.08 -0.02
C -0.05 0.09 0.01
C 0.01 0.00 -0.03
H 0.04 0.01 -0.04
H 0.01 0.00 0.01
H 0.00 0.02 0.02
H 0.00 0.00 0.01
H -0.01 0.00 0.00
H 0.00 -0.02 0.01
H 0.00 0.01 0.01
H -0.02 -0.02 -0.03
H 0.00 0.00 0.00
H -0.01 -0.05 0.04
H -0.01 0.00 0.02
H -0.01 -0.01 0.01
H -0.03 0.01 -0.02
H 0.02 0.01 0.00
H 0.00 0.01 -0.01
H 0.00 -0.01 0.01
H 0.00 -0.03 -0.02
H 0.00 0.00 0.00
H 0.00 0.01 -0.01
H 0.01 0.02 0.00
H 0.00 -0.02 0.01
H -0.01 0.00 0.00
H 0.01 0.00 0.00
H 0.01 -0.01 0.01
H -0.01 0.02 0.01
H 0.09 -0.03 0.06
H 0.00 -0.01 0.01
H -0.01 0.02 0.00
H -0.01 0.01 -0.01

ΔE to the lowest compared entry with this formula, charge and spin: 0.206 eV
E_HOMO: -0.370 hartree
total charge: +1
orbital gap: 7.142 eV

=====

The following is a DFT calculation (ωB97M-V with the def2-TZVPD basis set) of C27H29BrN4O2SSe2SiW as an isolated structure.

Each line ends with the natural charge from an NBO analysis.
CARTESIAN COORDINATES (ANGSTROEM)
W 0.47313 -0.73005 -0.25152  0.92
Br 3.35112 -1.67325 7.08662  0.14
Se -0.28941 0.76913 -1.89664  -0.22
Se 0.70303 -2.56528 -1.57388  0.21
S -1.32190 0.35479 1.61531  2.26
Si -0.69187 0.97742 -4.30667  1.68
O -1.43952 -0.20305 2.92278  -0.88
O 0.11082 0.71794 1.24758  -0.92
N 2.39073 -1.01430 1.09844  -0.46
N -1.60044 -0.74867 0.38195  -0.86
N -0.26791 -2.33895 1.25537  -0.51
N 2.63275 -0.11180 -1.35409  -0.43
C 1.49548 -1.26564 3.41663  -0.23
C 1.73273 -1.42082 4.77225  -0.21
C -4.11465 3.88141 1.47722  0.07
C -2.55425 -2.99477 0.90176  -0.24
C 3.84700 0.11151 -3.39415  -0.21
C 4.09243 -1.15644 4.40002  -0.22
C -3.58362 3.37841 0.28463  -0.20
C -0.43634 2.80412 -4.40980  -1.16
C -2.23575 -4.26019 1.37081  -0.09
C 3.03085 -1.40318 5.25901  -0.07
C -0.93130 -4.54582 1.77614  -0.23
C -3.74653 3.28080 2.67827  -0.21
C -2.41732 0.32373 -4.42564  -1.16
C 0.03794 -3.57009 1.68710  0.07
C 4.56569 -1.47934 -1.77585  -0.18
C 4.71615 -0.89591 -3.03121  -0.11
C -2.71358 2.31065 0.28281  -0.17
C 3.53026 -1.04258 -0.97854  0.10
C 3.37835 -1.45799 0.40689  0.18
C -2.88053 2.20328 2.70675  -0.14
C 0.62462 -0.11839 -5.01827  -1.16
C 3.85313 -1.00368 3.04764  -0.22
C -2.36050 1.73351 1.50178  -0.34
C -1.52277 -2.08329 0.88095  0.38
C 2.80901 0.46029 -2.53273  0.10
C 2.55639 -1.11820 2.53395  0.16
C -5.07440 5.03157 1.45032  -0.65
H -0.66937 -5.52244 2.15664  0.26
H 0.29128 -0.53363 -5.97288  0.28
H 0.41717 3.11757 -3.80744  0.26
H 5.09720 -1.06307 4.78711  0.25
H 3.95427 0.63027 -4.33613  0.25
H -1.31550 3.34687 -4.06151  0.27
H -2.31479 1.92321 -0.64237  0.23
H 1.55841 0.41471 -5.19386  0.25
H -2.95649 0.45792 -3.48831  0.26
H 0.90141 -1.55385 5.45038  0.25
H -3.87010 3.83342 -0.65525  0.23
H 0.81480 -0.95796 -4.34472  0.25
H 5.50907 -1.21212 -3.69518  0.26
H 4.68237 -0.73212 2.40827  0.22
H 5.23515 -2.25358 -1.42610  0.25
H 4.16625 -2.04942 0.86286  0.23
H 2.09668 1.22944 -2.80062  0.23
H -4.67842 5.85163 0.85105  0.24
H 1.06550 -3.75002 1.97504  0.23
H -6.01770 4.72434 0.99508  0.24
H -2.99594 -5.02854 1.41770  0.25
H -2.60958 1.73734 3.64257  0.25
H -0.24239 3.09388 -5.44611  0.28
H -4.14973 3.65614 3.60953  0.24
H -2.39491 -0.74385 -4.65053  0.26
H -3.54076 -2.71988 0.56011  0.26
H 0.47828 -1.26311 3.07673  0.24
H -2.97687 0.82802 -5.21694  0.27
H -5.28427 5.40198 2.45087  0.23

Forces on the atoms, in the same order (eV/Å):
W 1.34 -0.99 -1.52
Br 0.00 0.03 0.02
Se -0.27 0.94 0.10
Se -0.31 0.53 0.37
S 0.06 -0.05 0.24
Si 0.16 -0.50 0.60
O -0.16 -0.16 -0.05
O -0.43 -0.01 0.17
N -0.32 -0.42 0.09
N 0.56 0.15 0.36
N -0.28 -0.29 -0.34
N -0.03 -0.40 -0.12
C 0.01 0.00 0.01
C 0.01 0.00 -0.02
C 0.01 0.00 0.00
C 0.12 -0.16 0.13
C 0.03 0.06 0.06
C 0.00 -0.02 -0.03
C -0.01 0.02 -0.01
C -0.03 0.00 -0.10
C 0.00 0.02 -0.05
C 0.00 0.01 0.00
C 0.02 0.01 0.04
C 0.01 0.01 0.02
C -0.01 -0.02 -0.16
C 0.10 0.03 0.04
C -0.01 0.01 -0.03
C 0.02 -0.01 -0.01
C 0.05 -0.04 0.03
C 0.00 0.04 0.29
C 0.07 0.15 -0.05
C 0.05 0.02 -0.02
C -0.10 0.05 -0.24
C -0.04 0.08 0.04
C -0.22 -0.05 -0.14
C -0.42 0.60 0.39
C 0.01 0.11 0.07
C 0.04 0.18 -0.10
C 0.00 0.00 -0.02
H -0.01 -0.01 -0.01
H 0.03 0.01 -0.01
H 0.03 0.01 -0.05
H 0.00 -0.01 0.00
H 0.01 0.01 0.00
H 0.00 0.00 -0.01
H -0.04 -0.01 -0.01
H -0.01 0.00 0.00
H -0.02 0.08 -0.02
H 0.00 0.00 0.00
H 0.01 0.00 0.00
H -0.01 -0.02 -0.02
H 0.01 0.01 0.01
H 0.01 -0.01 0.00
H 0.02 0.02 0.02
H 0.02 0.04 0.03
H -0.03 -0.02 -0.02
H 0.00 0.00 0.01
H 0.01 0.00 -0.03
H 0.00 0.00 0.01
H 0.00 0.00 0.02
H -0.02 -0.01 0.00
H -0.03 0.02 0.00
H 0.00 0.00 0.00
H -0.02 0.00 0.00
H -0.01 0.01 0.02
H 0.02 -0.01 0.04
H 0.01 -0.02 -0.02
H 0.00 0.00 0.00

ΔE to the lowest compared entry with this formula, charge and spin: 2.343 eV
E_HOMO (alpha / beta): -0.493 / -0.493 hartree
total charge: +2
orbital gap (alpha / beta): 5.926 / 5.928 eV

=====

The following is a DFT calculation (ωB97M-V with the def2-TZVPD basis set) of C27H29BrNO5 as an isolated structure.

Each line ends with the natural charge from an NBO analysis.
CARTESIAN COORDINATES (ANGSTROEM)
Br -2.76397 -2.64353 2.08619  0.04
O 4.07180 -2.69667 0.58119  -0.63
O 4.79215 -0.58581 0.76346  -0.51
O 8.36000 -1.59273 1.83531  -0.56
O 8.18878 -4.36710 5.81625  -0.54
O 9.69163 -3.09885 3.79219  -0.82
N 1.33952 -3.04904 8.87336  -0.43
C 0.84720 -0.67881 2.79092  -0.20
C -0.52655 -0.96574 2.68844  -0.25
C 9.79244 -1.68207 1.68952  -0.23
C 6.59902 0.19986 -0.54700  -0.64
C 2.02079 -2.42392 5.29919  -0.22
C 4.11262 -2.51759 6.49563  -0.21
C 3.44444 -2.85063 7.65985  -0.29
C -0.95355 -2.07196 1.93443  -0.09
C 8.43269 -2.97591 3.83458  0.28
C 5.56214 -0.88301 -0.47172  -0.07
C 3.29510 -1.46610 2.48733  -0.46
C -0.01168 -2.88063 1.27165  -0.23
C 4.06288 -1.62548 1.16812  0.82
C 6.39110 -1.79121 3.07618  -0.32
C 6.21531 -3.51947 4.75232  -0.28
C 1.36302 -2.61950 1.43242  -0.23
C 9.50175 -4.01170 6.35281  -0.25
C 7.59659 -3.64778 4.83542  0.20
C 3.43796 -2.36761 5.24293  -0.01
C 4.14104 -2.27899 3.98993  -0.15
C 0.01594 -2.51461 9.16426  -0.39
C 2.01059 -3.68027 9.99906  -0.40
C 7.71659 -2.12241 2.89505  0.26
C 5.57214 -2.52413 3.94625  -0.17
C 1.81019 -1.50491 2.16376  0.05
C 1.32606 -2.53198 6.48959  -0.28
C 2.01523 -2.82056 7.70432  0.16
H 4.85800 -0.84023 -1.31279  0.18
H 6.04515 -0.91716 2.51496  0.20
H 5.63619 -4.16189 5.41114  0.20
H -0.34243 -3.74349 0.69280  0.22
H -0.42803 -2.01199 8.29845  0.21
H 2.73396 -4.42005 9.63504  0.21
H 7.15538 0.15453 -1.49008  0.21
H 5.98034 -1.89255 -0.37126  0.22
H 3.49216 -2.69300 2.99250  0.30
H 1.17403 0.14833 3.41668  0.23
H 10.27220 -4.02825 5.57442  0.23
H 1.27441 -4.19517 10.62932  0.19
H 9.45930 -3.02442 6.83293  0.16
H 10.12886 -2.71700 1.57461  0.20
H 2.09361 -3.29621 0.98878  0.26
H 0.23994 -2.44730 6.48573  0.20
H 2.55363 -2.95021 10.62177  0.17
H 1.44755 -2.44128 4.37542  0.20
H 10.31286 -1.17483 2.50942  0.19
H 6.11092 1.17786 -0.47407  0.20
H 4.01882 -3.09339 8.55807  0.21
H 7.32046 0.09080 0.27280  0.25
H 9.90654 -1.12951 0.75593  0.15
H 9.66984 -4.79501 7.09669  0.16
H 0.06669 -1.79223 9.99428  0.18
H 5.19972 -2.48755 6.54322  0.24
H -1.25601 -0.37977 3.25269  0.23
H 3.62449 -0.58187 3.07681  0.30
H -0.65534 -3.32646 9.48345  0.18

Forces on the atoms, in the same order (eV/Å):
Br 0.13 0.17 -0.27
O -0.38 0.85 0.24
O -0.46 -0.28 -0.80
O 0.68 0.70 -0.81
O 0.54 -0.93 0.82
O 0.54 -0.42 0.13
N -0.87 -0.58 1.30
C -0.10 -0.42 -0.50
C 0.39 -0.24 -0.19
C -0.71 0.37 -0.36
C 0.39 0.25 0.10
C 0.48 0.02 0.09
C 0.00 -0.02 -0.70
C -1.33 0.31 -0.01
C 1.15 -0.04 0.37
C -1.30 0.13 0.05
C -0.29 0.18 0.62
C 0.79 4.43 -0.13
C 0.04 0.45 0.42
C 1.11 -1.55 0.70
C 0.10 0.28 -0.08
C -0.37 0.05 0.05
C -1.03 0.20 -0.28
C -0.86 -0.35 -0.50
C 0.52 2.15 -2.02
C -1.58 0.27 0.62
C -1.27 -2.68 -1.60
C 0.36 -0.23 -0.01
C -0.06 0.29 -0.38
C 0.53 -1.42 1.99
C 1.44 0.09 -0.83
C -0.27 -1.03 1.22
C 0.52 -0.37 0.94
C 0.85 0.65 -1.41
H 0.13 -0.17 0.21
H -0.06 -0.56 0.23
H -0.02 0.15 -0.10
H 0.10 0.21 0.24
H 0.23 -0.17 0.28
H -0.20 0.12 0.11
H -0.16 -0.05 0.09
H -0.09 0.38 -0.07
H 1.27 -2.07 2.71
H -0.04 -0.14 -0.10
H -0.34 0.11 0.26
H 0.10 0.12 -0.13
H 0.02 -0.14 -0.12
H -0.01 0.38 0.14
H -0.30 0.22 0.16
H 0.25 -0.27 -0.09
H -0.04 -0.11 0.02
H 0.14 0.18 0.30
H -0.04 -0.28 -0.25
H 0.15 -0.09 -0.06
H -0.19 0.26 -0.35
H -0.21 0.02 -0.14
H 0.45 0.04 -0.11
H 0.03 0.21 0.05
H -0.02 0.00 -0.13
H -0.42 0.12 -0.15
H 0.28 -0.15 -0.25
H -0.73 0.20 -1.37
H 0.02 0.16 -0.12

E_HOMO: -0.081 hartree
total charge: -1
orbital gap: 4.397 eV

=====

The following is a DFT calculation (ωB97M-V with the def2-TZVPD basis set) of C27H29ClN3O2S2Ta as an isolated structure.

Each line ends with the natural charge from an NBO analysis.
CARTESIAN COORDINATES (ANGSTROEM)
Ta 0.12929 -0.21470 -0.36739  2.07
Cl -0.35859 -2.50350 -1.32507  0.14
S 3.04374 -1.22265 -4.03624  0.39
S 0.68923 -0.08102 -2.74690  -0.16
O -1.66602 0.28786 -0.74831  -0.73
O 0.34914 1.16265 0.81167  -0.74
N 2.32595 0.34795 -0.51822  -0.44
N -2.65198 2.10777 -1.68303  -0.29
N 3.09314 -0.23271 -1.56210  -0.36
C 6.32841 -0.00663 -2.26956  -0.24
C 0.15916 -1.56022 1.32605  -0.90
C 4.18469 1.94025 -0.64147  -0.70
C -1.15428 -3.28400 0.07544  0.06
C -3.86084 2.79346 -2.19190  -0.42
C -0.84799 -2.68057 1.27518  -0.10
C 4.78840 -1.45991 -3.60766  -0.57
C 2.41204 -0.49503 -2.60513  -0.05
C 2.44810 2.09317 1.18219  -0.20
C -2.00395 -4.35025 -0.10835  -0.26
C -2.62897 -4.84038 1.03139  -0.18
C 1.46298 3.36424 3.46914  -0.13
C 0.61101 2.56187 2.72467  -0.27
C 3.28271 2.91439 1.95067  -0.12
C 5.60507 -0.20537 -3.43849  0.03
C 7.19654 2.06151 -3.13646  -0.21
C 2.93518 1.39966 -0.01678  0.43
C -1.50225 -3.19034 2.39446  -0.18
C -1.37461 2.79923 -1.91975  -0.42
C 2.79175 3.53757 3.08290  -0.20
C -4.03032 0.32254 -0.73035  -0.70
C 7.13101 1.11717 -2.12206  -0.21
C -2.38604 -4.25366 2.26893  -0.17
C 5.68954 0.73496 -4.46054  -0.24
C 6.47328 1.86834 -4.30729  -0.20
C -2.73218 0.95476 -1.09788  0.74
C 1.13501 1.96086 1.60141  0.38
H 3.44628 4.16303 3.67341  0.25
H 6.28391 -0.74831 -1.48002  0.22
H -2.17126 -4.78492 -1.08405  0.25
H -1.55825 3.86820 -1.85584  0.24
H -0.98721 2.55552 -2.90710  0.25
H -3.53366 3.56860 -2.87658  0.25
H 0.00466 -0.96089 2.22395  0.26
H -1.30525 -2.75932 3.36820  0.23
H 6.53270 2.59388 -5.10778  0.23
H -4.80574 0.48292 -1.47310  0.26
H -3.30706 -5.67843 0.94772  0.25
H 1.17201 -1.98821 1.37614  0.28
H -4.49541 2.10025 -2.73441  0.24
H 1.09088 3.85451 4.35852  0.24
H -3.88023 -0.74260 -0.57783  0.27
H 4.84569 -2.10083 -2.72980  0.25
H 7.82279 2.93676 -3.02497  0.23
H 5.06532 1.51501 -0.15242  0.28
H -2.88845 -4.63305 3.14838  0.24
H -4.41406 3.24713 -1.37139  0.24
H 5.13195 -2.03739 -4.46972  0.26
H 4.25947 1.67813 -1.69097  0.28
H 5.14687 0.57769 -5.38609  0.22
H -0.64882 2.53058 -1.16005  0.22
H -4.36936 0.76300 0.21164  0.28
H -0.42321 2.40880 2.99942  0.24
H 4.21385 3.02067 -0.52027  0.25
H 4.32181 3.03708 1.67989  0.24
H 7.71256 1.24992 -1.21815  0.22

Forces on the atoms, in the same order (eV/Å):
Ta 1.96 0.30 -0.09
Cl -0.25 -0.81 -0.10
S -0.06 0.05 0.11
S -0.01 0.07 -0.33
O -0.97 0.56 -0.29
O -0.37 1.21 1.03
N 0.19 0.08 -0.50
N 0.09 -0.02 -0.15
N -0.25 -0.29 0.54
C 0.15 -0.06 -0.06
C -0.24 -0.49 0.01
C -0.07 -0.09 0.09
C 0.24 0.17 -0.32
C 0.05 0.03 0.08
C 0.05 0.06 0.28
C 0.13 -0.04 -0.10
C -0.32 0.01 -0.35
C 0.19 0.00 -0.18
C -0.01 -0.05 0.08
C 0.00 0.00 0.01
C -0.01 -0.04 -0.02
C 0.16 0.21 0.10
C -0.01 0.02 0.06
C -0.05 -0.04 0.01
C 0.00 0.00 0.01
C 0.07 0.03 0.36
C 0.00 -0.01 0.01
C 0.01 0.02 0.02
C -0.01 -0.02 -0.02
C 0.04 -0.04 -0.03
C 0.00 -0.03 -0.04
C -0.01 0.00 -0.04
C -0.05 0.05 0.00
C -0.01 0.00 0.02
C -0.33 -0.24 0.11
C -0.45 -0.66 -0.50
H -0.01 -0.02 0.02
H -0.03 0.01 0.00
H -0.02 0.02 0.00
H -0.02 0.00 0.01
H -0.02 -0.02 -0.02
H 0.00 0.01 0.00
H 0.13 -0.03 0.06
H -0.01 -0.01 0.00
H 0.01 -0.01 0.00
H 0.00 0.00 -0.01
H 0.00 0.01 0.01
H 0.05 0.08 0.01
H 0.00 -0.01 0.00
H 0.02 0.01 0.00
H 0.00 0.00 0.00
H -0.01 0.01 0.01
H 0.00 0.00 0.00
H -0.04 -0.01 0.00
H 0.02 -0.02 -0.01
H 0.01 -0.01 0.01
H 0.09 -0.03 0.07
H -0.01 0.03 0.00
H -0.01 0.01 0.02
H 0.01 -0.01 0.02
H -0.02 0.01 -0.01
H 0.00 0.00 -0.01
H 0.02 -0.01 0.02
H -0.02 0.04 0.01
H 0.01 0.00 -0.01

E_HOMO: -0.487 hartree
total charge: +2
orbital gap: 6.527 eV